# 1
The following is a DFT calculation (wB97M-V/def2-TZVPD) of a molecular structure, C47H80Br24NO3 at a distorted geometry.

Structure (ORCA input):
```
! wB97M-V def2-TZVPD RIJCOSX def2/J DEFGRID3
* xyz 1 1
C 2.16 -4.47 -2.72
C 3.03 -3.14 -3.16
C 2.48 -1.77 -2.46
C 0.87 -1.47 -2.69
C 0.42 -1.44 -4.27
C -0.28 -0.05 -4.77
C -1.41 0.56 -3.74
C -2.84 0.96 -4.50
C -3.25 2.51 -4.07
C -4.75 2.96 -4.58
N -5.88 2.29 -3.78
C -5.72 2.00 -2.28
C -6.91 1.23 -1.38
C -8.27 0.80 -2.20
C -9.48 -0.01 -1.43
O -10.71 0.58 -1.33
O -9.33 -1.32 -0.78
C -8.55 -2.26 -1.59
C -9.33 -2.87 -2.90
C -9.17 -2.37 -4.46
C -9.97 -3.08 -5.73
C -10.98 -4.36 -5.50
C -11.18 -4.87 -3.94
C -10.38 -4.15 -2.66
C -8.46 1.16 -3.79
C -7.18 1.93 -4.52
O -7.38 2.22 -5.98
H 1.43 -4.71 -3.63
H 2.81 -5.42 -2.54
H 1.52 -4.20 -1.77
H 3.07 -3.00 -4.32
H 4.15 -3.33 -2.82
H 3.05 -0.81 -2.82
H 2.68 -1.86 -1.30
H 0.29 -2.38 -2.18
H 0.58 -0.51 -2.08
H 1.41 -1.64 -4.91
H -0.31 -2.35 -4.44
H -0.74 -0.25 -5.84
H 0.58 0.77 -4.90
H -0.99 1.58 -3.32
H -1.59 -0.16 -2.82
H -3.65 0.17 -4.14
H -2.72 0.85 -5.67
H -2.48 3.21 -4.68
H -3.04 2.75 -2.93
H -4.87 4.14 -4.60
H -4.81 2.63 -5.72
H -4.75 2.29 -1.66
H -6.74 1.00 -0.23
H -7.50 -1.87 -1.93
H -8.33 -3.20 -0.88
H -8.46 -1.47 -4.73
H -9.78 -2.69 -6.82
H -11.50 -4.84 -6.44
H -11.89 -5.80 -3.75
H -10.57 -4.60 -1.60
H -9.46 0.87 -4.35
H -7.47 1.29 -6.38
Br 6.35 1.16 2.02
C 4.56 0.45 1.70
C 4.58 -1.06 1.60
Br 5.25 -1.64 -0.13
H 4.18 0.94 0.80
H 3.97 0.77 2.56
H 3.56 -1.46 1.66
H 5.20 -1.53 2.36
Br 8.94 -1.60 4.38
C 7.80 -2.59 5.62
C 6.39 -2.70 5.10
Br 5.42 -1.03 5.35
H 7.87 -2.09 6.59
H 8.26 -3.58 5.70
H 5.83 -3.44 5.67
H 6.34 -2.95 4.04
Br -1.08 -9.02 -1.21
C 0.09 -8.74 -2.75
C 0.60 -7.32 -2.79
Br -0.76 -6.09 -3.44
H -0.48 -9.02 -3.64
H 0.92 -9.45 -2.61
H 1.43 -7.23 -3.50
H 0.93 -6.95 -1.81
Br 3.44 2.37 -1.43
C 4.06 3.79 -0.25
C 5.23 4.53 -0.85
Br 6.88 3.50 -0.68
H 4.29 3.33 0.72
H 3.20 4.46 -0.14
H 5.43 5.46 -0.31
H 5.11 4.76 -1.92
Br 7.85 -4.20 8.69
C 6.06 -4.91 8.37
C 6.08 -6.41 8.27
Br 6.75 -7.00 6.54
H 5.68 -4.42 7.47
H 5.47 -4.58 9.23
H 5.06 -6.82 8.33
H 6.70 -6.89 9.04
Br -3.32 1.59 -0.61
C -2.26 1.85 1.01
C -3.08 1.57 2.25
Br -4.29 3.04 2.65
H -1.87 2.87 0.97
H -1.43 1.15 0.92
H -2.43 1.48 3.13
H -3.68 0.66 2.17
Br 3.88 2.89 5.15
C 4.94 3.16 6.77
C 4.12 2.87 8.01
Br 2.91 4.34 8.41
H 5.33 4.18 6.73
H 5.77 2.45 6.68
H 4.77 2.79 8.89
H 3.52 1.96 7.93
Br 4.17 4.62 -4.60
C 5.83 4.95 -5.56
C 6.82 5.71 -4.70
Br 6.35 7.60 -4.58
H 5.57 5.48 -6.48
H 6.22 3.96 -5.82
H 7.81 5.69 -5.15
H 6.88 5.33 -3.68
Br -1.15 -1.25 2.73
C -2.94 -1.95 2.42
C -2.92 -3.46 2.32
Br -2.25 -4.05 0.58
H -3.32 -1.47 1.52
H -3.53 -1.63 3.28
H -3.94 -3.87 2.38
H -2.30 -3.94 3.08
Br -6.55 6.29 1.58
C -8.34 5.58 1.26
C -8.32 4.07 1.17
Br -7.65 3.49 -0.57
H -8.72 6.07 0.36
H -8.93 5.90 2.13
H -9.34 3.67 1.22
H -7.70 3.60 1.93
Br 1.34 2.45 11.67
C 1.96 3.88 12.85
C 3.13 4.62 12.24
Br 4.78 3.59 12.41
H 2.19 3.42 13.81
H 1.10 4.55 12.96
H 3.33 5.55 12.79
H 3.01 4.84 11.18
Br 7.88 1.82 -7.31
C 9.15 2.83 -6.21
C 9.56 2.04 -4.99
Br 8.16 2.06 -3.63
H 8.67 3.78 -5.98
H 10.01 3.00 -6.87
H 10.43 2.49 -4.51
H 9.78 0.99 -5.21
*
```

DFT total energy	-1738661.506	eV
LUMO	-4.5	eV
orbital gap	0.2217	Eh

=====

# 2
The following is a DFT calculation (wB97M-V/def2-TZVPD) of a molecular structure, C47H87Br2Cl2I3NO17P3 at a distorted geometry.

Structure (ORCA input):
```
! wB97M-V def2-TZVPD RIJCOSX def2/J DEFGRID3
* xyz 0 1
C 0.82 2.80 6.94
C 0.42 1.39 6.21
C 0.56 1.63 4.63
I 2.67 2.34 4.44
C 0.40 0.25 3.71
Br 2.28 -0.41 3.55
C -0.28 -0.94 4.62
C -1.82 -0.73 4.91
C -2.65 -2.05 5.18
C -4.17 -1.97 5.44
C -4.96 -0.64 5.46
C -4.17 0.67 5.18
C -2.63 0.57 4.92
O -0.43 0.35 2.61
C -0.06 0.60 1.28
N 1.00 1.66 1.26
C 0.64 -0.62 0.46
C 1.90 -0.25 -0.44
C 3.34 -0.37 0.26
C 4.44 -0.18 -0.93
C 5.87 -0.78 -0.54
O 6.57 0.09 0.40
C 6.98 1.31 -0.24
C 6.27 2.69 0.19
O 7.87 1.38 -1.12
C -1.47 1.14 0.57
C -1.27 1.14 -0.98
C -2.09 1.98 -2.02
O -1.84 1.66 -3.23
Br -3.37 3.45 -1.92
O -1.76 2.35 1.28
C -1.34 3.61 0.82
C -2.44 4.73 1.30
I -3.36 4.15 3.23
C -1.59 6.08 1.64
C -0.80 6.67 0.37
I -2.88 7.59 2.62
C -2.69 0.19 1.12
Cl -2.40 -1.61 1.12
C -4.12 0.37 0.43
C -4.87 1.76 0.64
Cl -4.27 -0.37 -1.27
H 0.06 2.95 7.80
H 1.88 2.80 7.34
H 0.62 3.69 6.23
H 1.23 0.64 6.55
H -0.62 1.13 6.59
H -0.09 2.46 4.21
H -0.22 -1.85 3.90
H 0.37 -1.24 5.51
H -2.11 -3.06 5.15
H -4.74 -2.94 5.60
H -6.09 -0.59 5.63
H -4.65 1.71 5.17
H -2.10 1.56 4.70
H 0.88 2.35 2.01
H 1.00 2.20 0.39
H -0.08 -1.19 -0.23
H 1.00 -1.44 1.19
H 1.92 -1.04 -1.30
H 1.88 0.76 -0.98
H 3.50 -1.35 0.82
H 3.47 0.56 0.92
H 4.08 -0.75 -1.87
H 4.47 0.93 -1.26
H 5.68 -1.83 -0.11
H 6.50 -0.86 -1.51
H 5.85 2.56 1.26
H 5.40 2.97 -0.51
H 7.03 3.53 0.23
H -1.39 0.05 -1.35
H -0.16 1.39 -1.21
H -1.05 3.77 -0.27
H -0.40 3.95 1.42
H -3.21 4.97 0.50
H -0.83 5.78 2.45
H 0.25 6.98 0.75
H -0.66 5.91 -0.47
H -1.34 7.63 0.04
H -2.90 0.48 2.22
H -4.78 -0.37 1.04
H -5.57 1.75 1.55
H -5.56 1.91 -0.28
H -4.22 2.68 0.71
O -8.40 4.60 -0.86
P -8.86 5.34 -2.12
O -7.35 5.71 -2.69
C -6.52 4.66 -3.16
C -7.03 4.09 -4.47
O -9.20 6.79 -1.39
C -9.46 6.86 0.01
C -8.18 7.15 0.78
O -9.50 6.07 -3.54
C -10.44 5.32 -4.29
C -11.56 4.76 -3.43
H -6.43 3.88 -2.40
H -5.53 5.09 -3.32
H -7.95 3.51 -4.30
H -6.29 3.42 -4.91
H -7.27 4.88 -5.18
H -9.95 5.95 0.36
H -10.17 7.68 0.17
H -7.37 6.47 0.51
H -8.35 7.07 1.85
H -7.83 8.16 0.56
H -9.93 4.51 -4.82
H -10.86 5.99 -5.04
H -11.18 4.01 -2.72
H -12.32 4.27 -4.05
H -12.04 5.55 -2.84
O 7.69 -2.82 -4.95
P 9.02 -2.60 -5.68
O 9.47 -4.20 -5.77
C 8.74 -5.07 -6.61
C 8.98 -4.78 -8.07
O 9.91 -2.18 -4.35
C 9.28 -1.69 -3.17
C 8.98 -2.82 -2.21
O 10.45 -2.24 -6.57
C 10.31 -1.42 -7.72
C 9.51 -0.15 -7.45
H 7.67 -5.02 -6.37
H 9.07 -6.09 -6.38
H 8.51 -3.83 -8.36
H 8.56 -5.56 -8.71
H 10.05 -4.69 -8.28
H 8.37 -1.13 -3.43
H 9.96 -0.99 -2.70
H 8.46 -3.65 -2.69
H 8.37 -2.47 -1.37
H 9.91 -3.23 -1.81
H 9.84 -1.99 -8.52
H 11.31 -1.15 -8.05
H 8.47 -0.39 -7.20
H 9.51 0.49 -8.32
H 9.93 0.39 -6.60
O -0.68 -7.20 0.54
P -0.13 -7.16 1.97
O -1.40 -7.95 2.69
C -1.59 -9.33 2.41
C -0.51 -10.18 3.04
O -0.61 -5.61 2.32
C -0.86 -4.67 1.28
C -2.33 -4.68 0.90
O 0.61 -7.12 3.52
C 1.96 -7.58 3.60
C 2.86 -6.95 2.55
H -1.64 -9.50 1.33
H -2.56 -9.61 2.83
H 0.45 -10.04 2.53
H -0.76 -11.24 2.98
H -0.36 -9.92 4.09
H -0.22 -4.87 0.41
H -0.59 -3.68 1.65
H -2.71 -5.68 0.70
H -2.51 -4.06 0.01
H -2.94 -4.28 1.72
H 1.98 -8.67 3.51
H 2.33 -7.32 4.59
H 2.57 -7.26 1.54
H 3.90 -7.25 2.71
H 2.79 -5.86 2.59
*
```

DFT total energy	-303733.087	eV
LUMO	-1.4	eV
orbital gap	0.2483	Eh

=====

# 3
The following is a DFT calculation (wB97M-V/def2-TZVPD) of 5 unconnected molecules or ions with the total composition C47H89BN2O8P at a distorted geometry.

Structure (ORCA input):
```
! wB97M-V def2-TZVPD RIJCOSX def2/J DEFGRID3
* xyz 1 1
C 0.09 -5.57 -0.20
C 0.19 -4.15 -0.76
B -0.74 -3.13 -0.04
O -1.49 -3.42 1.03
N -0.78 -1.68 -0.59
C -0.90 -1.58 -2.09
C -1.54 -0.20 -2.46
N -0.59 0.30 -3.46
C -0.48 1.74 -3.67
C -1.52 2.58 -4.36
O 0.52 2.25 -3.28
C -0.45 -0.49 -4.66
C -1.25 -0.21 -5.91
O 0.35 -1.37 -4.67
P -3.34 -0.69 -2.81
C -4.23 0.69 -3.63
O -3.21 -1.82 -4.01
C -1.53 0.49 -1.05
C -2.46 1.66 -0.79
C -1.90 3.03 -1.07
O -2.58 3.93 -1.46
O -0.61 3.17 -0.72
C -0.32 4.42 -0.08
C -0.87 4.55 1.30
O 0.33 5.21 -0.65
C -1.78 -0.69 -0.09
C -1.74 -0.42 1.42
C -3.09 -0.66 2.10
O -3.21 -1.60 2.83
C -4.23 0.25 1.81
C -4.28 1.51 2.42
C -5.34 2.38 2.19
C -6.38 2.01 1.33
C -6.33 0.75 0.73
C -5.27 -0.12 0.97
H 0.57 -6.24 -0.91
H 0.60 -5.70 0.75
H -0.94 -5.89 -0.16
H 1.22 -3.78 -0.66
H 0.01 -4.19 -1.83
H -0.96 -3.83 1.73
H 0.14 -1.29 -0.34
H -1.41 -2.45 -2.51
H 0.11 -1.70 -2.45
H -2.05 2.06 -5.15
H -2.26 2.98 -3.67
H -1.01 3.42 -4.80
H -2.25 0.13 -5.66
H -0.73 0.51 -6.53
H -1.35 -1.16 -6.41
H -4.01 1.66 -3.20
H -5.28 0.48 -3.46
H -4.09 0.73 -4.71
H -3.79 -1.58 -4.75
H -0.51 0.78 -0.81
H -3.42 1.54 -1.27
H -2.67 1.72 0.27
H -0.34 5.35 1.81
H -0.75 3.60 1.80
H -1.94 4.74 1.22
H -2.72 -1.21 -0.26
H -1.05 -1.08 1.93
H -1.38 0.59 1.60
H -3.47 1.79 3.09
H -5.35 3.35 2.66
H -7.19 2.69 1.16
H -7.15 0.47 0.08
H -5.28 -1.09 0.49
C 2.92 -8.96 0.00
C 3.66 -7.93 -0.84
C 3.36 -8.04 -2.34
C 3.78 -9.37 -2.98
C 5.26 -9.71 -2.84
C 6.18 -8.71 -3.51
H 3.20 -9.98 -0.27
H 3.14 -8.83 1.06
H 1.84 -8.87 -0.13
H 4.73 -8.01 -0.67
H 3.37 -6.93 -0.51
H 3.85 -7.22 -2.86
H 2.28 -7.90 -2.50
H 3.52 -9.33 -4.05
H 3.18 -10.18 -2.56
H 5.43 -10.70 -3.28
H 5.52 -9.81 -1.78
H 5.97 -8.63 -4.58
H 7.23 -9.01 -3.40
H 6.09 -7.71 -3.07
C 2.94 2.60 -0.67
C 4.21 2.24 0.09
C 4.04 2.33 1.61
C 3.72 3.73 2.14
C 4.75 4.80 1.79
C 6.13 4.53 2.37
H 2.64 3.63 -0.48
H 3.09 2.50 -1.74
H 2.11 1.95 -0.38
H 5.04 2.87 -0.24
H 4.49 1.21 -0.16
H 4.95 1.96 2.09
H 3.24 1.65 1.91
H 3.62 3.67 3.23
H 2.74 4.05 1.77
H 4.39 5.76 2.18
H 4.82 4.92 0.71
H 6.09 4.46 3.46
H 6.82 5.33 2.12
H 6.55 3.60 1.99
C -8.15 8.78 1.89
C -8.43 7.35 1.43
C -7.43 6.34 1.99
C -5.98 6.56 1.57
C -5.73 6.57 0.06
C -6.08 5.25 -0.62
H -7.18 9.13 1.56
H -8.90 9.46 1.48
H -8.19 8.85 2.98
H -8.43 7.31 0.34
H -9.43 7.06 1.75
H -7.75 5.33 1.69
H -7.48 6.35 3.08
H -5.36 5.77 2.02
H -5.61 7.50 1.99
H -4.68 6.79 -0.12
H -6.30 7.38 -0.41
H -5.50 4.44 -0.19
H -5.87 5.30 -1.68
H -7.14 5.01 -0.50
C 3.34 -1.64 2.58
C 4.60 -2.48 2.43
C 5.10 -3.05 3.76
C 5.51 -1.99 4.79
C 6.59 -1.02 4.32
C 7.91 -1.69 3.99
H 3.50 -0.77 3.21
H 3.01 -1.28 1.60
H 2.52 -2.23 3.01
H 5.38 -1.89 1.95
H 4.39 -3.32 1.76
H 5.95 -3.71 3.56
H 4.33 -3.68 4.20
H 5.86 -2.51 5.69
H 4.63 -1.42 5.10
H 6.75 -0.28 5.11
H 6.23 -0.45 3.45
H 8.31 -2.22 4.86
H 8.66 -0.95 3.69
H 7.81 -2.41 3.18
*
```

DFT total energy	-79504.391	eV
LUMO	-2.5	eV
orbital gap	0.3254	Eh